C46H90Cl4CsN2O13S4 as an isolated structure in a non-equilibrium geometry, computed with wB97M-V/def2-TZVPD.

Summary:
Largest force on an atom = 1.921 eV Å⁻¹
LUMO level = -2.68 eV
Total charge = +1
Orbital gap = 5.388 eV
Calculated total energy = -172730.825 eV

Structure (XYZ):
```
160
C46H90Cl4CsN2O13S4 wB97M-V/def2-TZVPD
Cs 3.5714 -2.1836 0.5333
C 2.2129 3.3186 -4.7988
C 3.2934 4.0733 -4.0580
C 3.3346 3.6880 -2.5790
C 4.4575 4.3342 -1.8159
N 4.2592 4.3041 -0.3132
C 5.5634 4.7138 0.3558
C 5.3919 4.2557 1.7864
C 4.7553 2.8600 1.5967
C 4.0512 2.9004 0.2292
C 3.1364 5.1794 0.0997
H 2.1480 3.6507 -5.8330
H 1.2471 3.4338 -4.3025
H 2.4140 2.2436 -4.8061
H 3.1017 5.1509 -4.1253
H 4.2677 3.9437 -4.5388
H 3.3940 2.5962 -2.5127
H 2.3500 3.8892 -2.1488
H 4.5536 5.4042 -2.0181
H 5.4243 3.8817 -2.0292
H 5.6783 5.7896 0.2363
H 6.3181 4.1260 -0.1593
H 4.7418 4.9123 2.3581
H 6.3330 4.1748 2.3248
H 3.9777 2.7060 2.3486
H 5.4649 2.0524 1.7497
H 2.9814 2.7283 0.3276
H 4.4659 2.1846 -0.4756
H 3.2487 6.1411 -0.4033
H 3.1679 5.3377 1.1692
H 2.1972 4.7571 -0.2375
C 2.1349 0.1104 -1.7992
C 0.7363 0.1169 -1.1858
C -0.0641 -0.8313 -2.0993
C -1.4063 -1.2047 -1.5120
C -1.1716 -1.9538 -0.2215
C -0.3831 -1.0928 0.7799
N 0.7927 -0.4713 0.1465
O 1.6416 0.2001 1.0532
C 0.0346 -2.0134 1.9090
C -1.3632 -0.0584 1.3454
C 0.1663 1.5279 -1.2775
H 2.1611 0.4551 -2.8378
H 2.6539 -0.8374 -1.7087
H 2.6956 0.8942 -1.2732
H 0.5337 -1.7467 -2.1847
H -0.2160 -0.4146 -3.0992
H -2.0170 -1.7779 -2.2184
H -1.9930 -0.3031 -1.3155
H -0.6501 -2.8884 -0.4658
H -2.1225 -2.2367 0.2419
H 0.5946 -1.5435 2.7223
H 0.7986 -2.7217 1.5669
H -0.8095 -2.5550 2.3294
H -1.8332 0.5835 0.6074
H -0.8650 0.5713 2.0881
H -2.1503 -0.5439 1.9386
H 0.7858 2.2907 -0.7931
H -0.8073 1.5752 -0.7898
H -0.0038 1.8681 -2.3046
C 3.3963 -1.1604 4.6579
C 2.8128 -1.9417 5.8444
C 3.0188 -3.4434 5.6297
S 4.2126 -3.6323 4.3018
O 3.5218 -3.9980 3.0796
O 5.3203 -4.4158 4.7502
C 4.7044 -1.8229 4.2694
H 3.5671 -0.1464 5.0363
H 2.7261 -1.0137 3.8051
H 1.7764 -1.6910 6.0581
H 3.4031 -1.6319 6.7102
H 2.0872 -3.9386 5.3687
H 3.4823 -3.9060 6.4962
H 5.1102 -1.6042 3.2850
H 5.4738 -1.7583 5.0367
C 0.8466 4.1509 5.2053
C 1.8598 3.6440 4.1777
C 1.0870 2.8951 3.1280
S -0.3876 3.8611 2.8674
O -1.5616 3.0325 2.8599
O -0.1054 4.7683 1.7826
C -0.3092 4.7542 4.4320
H 1.2932 4.8492 5.9111
H 0.4686 3.3162 5.8026
H 2.7372 3.1505 4.5941
H 2.2989 4.5514 3.7255
H 0.8479 1.8934 3.5044
H 1.4739 2.6406 2.1418
H -1.2751 4.6503 4.9248
H -0.2497 5.8142 4.1801
C -2.9734 1.2282 5.2126
C -3.9990 0.4229 6.0424
C -3.3786 -0.9286 6.3996
S -1.6186 -0.6149 6.5413
O -0.9238 -1.4641 5.6035
O -1.2072 -0.6261 7.9165
C -1.6595 1.0812 5.9476
H -3.2855 2.2679 5.3102
H -2.9254 0.9233 4.1721
H -4.9438 0.3417 5.5107
H -4.1867 0.9383 6.9886
H -3.4800 -1.6038 5.5535
H -3.6887 -1.3800 7.3366
H -0.7497 1.2241 5.3632
H -1.5890 1.7290 6.8209
C 1.9512 -0.2853 -8.3706
C 2.0487 0.3074 -6.9592
C 1.4343 -0.7252 -6.0293
S 1.8869 -2.3434 -6.6889
O 0.6890 -3.1133 -6.8869
O 2.9748 -2.9170 -5.9388
C 2.4545 -1.7163 -8.2817
H 2.5355 0.3304 -9.0549
H 0.9239 -0.2422 -8.7388
H 1.5759 1.2817 -6.8607
H 3.1101 0.4420 -6.7150
H 0.3462 -0.7116 -6.1576
H 1.6764 -0.7207 -4.9684
H 2.0510 -2.3606 -9.0569
H 3.5435 -1.7190 -8.2484
O -5.7865 -1.7205 0.2072
C -5.9352 -1.0927 -0.7986
O -6.9981 -1.2979 -1.6165
C -6.8455 -0.6386 -2.8729
C -5.4281 -0.0393 -2.8819
C -5.0707 -0.0033 -1.3878
H -7.6086 0.1332 -2.9528
H -6.9287 -1.3311 -3.7082
H -5.3374 0.9574 -3.3100
H -4.6899 -0.6445 -3.4145
H -5.3587 0.9627 -0.9661
H -4.0274 -0.1592 -1.1395
O -1.8570 -1.3183 -7.1974
C -2.5145 -2.0570 -6.5195
O -3.6461 -2.6258 -6.9656
C -4.1201 -3.6528 -6.0664
C -3.2887 -3.5141 -4.7817
C -2.1323 -2.5969 -5.1463
H -3.9563 -4.5985 -6.5759
H -5.1673 -3.4691 -5.8499
H -3.0299 -4.4612 -4.3152
H -3.9078 -2.9996 -4.0397
H -1.1879 -3.0971 -5.3702
H -2.0111 -1.7691 -4.4537
Cl -4.8955 -3.2092 3.3342
C -3.2210 -3.6825 3.8377
C -2.7385 -4.9260 3.1507
Cl -3.7202 -6.3400 3.5963
H -3.2906 -3.7783 4.9155
H -2.6293 -2.8184 3.5439
H -1.6685 -5.0990 3.2538
H -2.8872 -4.8377 2.0713
Cl -4.6631 -6.3086 0.1540
C -4.3863 -4.7103 -0.5724
C -5.4715 -4.2460 -1.4825
Cl -5.8258 -5.3968 -2.8290
H -3.4011 -4.6741 -1.0350
H -4.3458 -4.0259 0.2797
H -5.2037 -3.3368 -2.0178
H -6.4255 -4.0372 -1.0099
```